# 1
C34H48BF3N10O4PS2SbTi as an isolated structure, computed with ωB97M-V/def2-TZVPD.

Total charge = +4
Kohn-Sham gap = 4.77 eV
Spin multiplicity = 1

Cartesian coordinates (Å):
Ti -0.48351 -0.13965 -1.41775
C 3.17091 1.87937 -2.39254
N 3.25989 0.44160 -2.68447
C 4.40620 -0.30927 -2.51364
C 4.10533 -1.57281 -2.89047
N 2.78207 -1.59140 -3.28144
B 2.09464 -2.81670 -3.94925
N 1.10174 -3.60133 -2.96885
C 0.71707 -4.87357 -3.35053
C -0.11455 -5.36582 -2.40402
N -0.23539 -4.38866 -1.44385
C -0.94593 -4.54362 -0.16796
C 0.49510 -3.32003 -1.81182
S 0.79233 -1.97780 -0.71529
C 2.29866 -0.35479 -3.16271
S 0.65523 0.08982 -3.53837
H 4.11597 2.34054 -2.66405
H 2.97587 2.03468 -1.33498
H 2.38078 2.31903 -2.99291
H 5.32616 0.12400 -2.15802
H 4.72119 -2.45562 -2.92846
H 1.45101 -2.44655 -4.91640
H 2.94726 -3.59862 -4.26862
H 1.13001 -5.34571 -4.22837
H -0.57072 -6.33725 -2.29621
H -1.50751 -5.47177 -0.20473
H -1.61769 -3.70751 -0.02167
H -0.23457 -4.58388 0.65356
N -1.54623 1.88132 -1.94024
C -0.96141 2.97985 -1.10885
C -1.94016 3.40686 0.00340
C -1.34323 4.14733 1.20302
C -0.71693 5.51004 0.84553
N 0.49835 5.83361 1.59586
C 0.58854 6.63023 2.66388
N 1.76131 6.76309 3.28099
N -0.46993 7.28847 3.12961
C 0.36898 2.51480 -0.56356
O 1.17320 3.22062 -0.05766
O 0.52897 1.15512 -0.71010
H -1.25916 1.99443 -2.91195
H -2.55968 1.95526 -1.95985
H -0.74507 3.84196 -1.73633
H -2.47628 2.53010 0.37378
H -2.69157 4.03607 -0.48270
H -0.58787 3.53816 1.70071
H -2.15136 4.27793 1.92319
H -1.43050 6.31885 0.97738
H -0.44214 5.55047 -0.20729
H 1.32416 5.31490 1.33714
H 2.59657 6.35207 2.89853
H 1.88671 7.44106 4.01574
H -1.35409 7.27759 2.65610
H -0.37616 7.93982 3.89262
N -1.07830 -1.64260 -5.77280
C -1.94009 -2.30670 -4.73751
P -2.65574 -1.06833 -3.61551
O -2.72306 0.23107 -4.34942
O -1.95650 -1.10837 -2.24388
C -4.39126 -1.58941 -3.31779
N -5.30874 -0.76081 -4.19332
H -0.16969 -1.38813 -5.36302
H -1.51592 -0.77963 -6.11713
H -0.89729 -2.26587 -6.56441
H -1.34961 -3.06350 -4.21598
H -2.75965 -2.80197 -5.25804
H -4.63916 -1.37991 -2.27951
H -4.58288 -2.64521 -3.50011
H -5.63532 -1.27429 -5.01580
H -4.79736 0.07360 -4.52074
H -6.14398 -0.46019 -3.68379
F 0.17457 0.78908 8.80375
C 0.32486 0.72455 7.48120
C 1.58970 0.87554 6.94845
C 1.73896 0.79970 5.57111
C 0.63668 0.57167 4.73820
C -0.62315 0.42702 5.31961
C -0.78767 0.50650 6.69737
Sb 1.04038 0.51478 2.65920
C 2.33311 -1.15768 2.58978
C 3.11365 -1.33930 1.44340
C 3.97032 -2.42430 1.32323
C 4.03784 -3.32223 2.37109
F 4.85928 -4.36747 2.26594
C 3.29472 -3.17270 3.52605
C 2.44157 -2.08231 3.62931
C -0.73038 -0.62479 2.11153
C -1.63571 -0.28192 1.12430
C -2.80423 -1.00194 0.87488
C -3.05192 -2.12761 1.62497
F -4.15693 -2.84824 1.36470
C -2.16971 -2.54515 2.60555
C -1.01877 -1.79082 2.82708
H 2.43036 1.04498 7.60893
H 2.73683 0.91346 5.15851
H -1.50521 0.27359 4.71003
H -1.75755 0.40504 7.16708
H 3.07339 -0.61709 0.63168
H 4.59908 -2.57582 0.45516
H 3.39943 -3.89377 4.32625
H 1.87592 -1.95098 4.54706
H -1.53411 0.63796 0.57400
H -3.52752 -0.69084 0.13033
H -2.38572 -3.43851 3.18072
H -0.33016 -2.12683 3.59318

Mulliken population analysis, charges in e, atoms 1 to 99: atom 1 (Ti): -0.465, atom 2 (C): -1.077, atom 3 (N): 0.202, atom 4 (C): -0.672, atom 5 (C): -0.549, atom 6 (N): 0.084, atom 7 (B): -0.009, atom 8 (N): 0.966, atom 9 (C): -0.815, atom 10 (C): -0.518, atom 11 (N): 0.222, atom 12 (C): -0.872, atom 13 (C): -0.971, atom 14 (S): 0.458, atom 15 (C): 0.266, atom 16 (S): -0.726, atom 17 (H): 0.450, atom 18 (H): 0.374, atom 19 (H): 0.305, atom 20 (H): 0.532, atom 21 (H): 0.634, atom 22 (H): -0.075, atom 23 (H): -0.119, atom 24 (H): 0.587, atom 25 (H): 0.560, atom 26 (H): 0.387, atom 27 (H): 0.204, atom 28 (H): 0.351, atom 29 (N): -0.620, atom 30 (C): -0.112, atom 31 (C): -1.300, atom 32 (C): -0.298, atom 33 (C): -1.295, atom 34 (N): -0.039, atom 35 (C): 0.858, atom 36 (N): -0.378, atom 37 (N): -0.323, atom 38 (C): -0.242, atom 39 (O): -0.462, atom 40 (O): 2.171, atom 41 (H): 0.324, atom 42 (H): 0.245, atom 43 (H): 0.927, atom 44 (H): 0.541, atom 45 (H): 0.489, atom 46 (H): 0.149, atom 47 (H): 0.534, atom 48 (H): 0.545, atom 49 (H): 0.230, atom 50 (H): 0.161, atom 51 (H): 0.194, atom 52 (H): 0.220, atom 53 (H): 0.153, atom 54 (H): 0.223, atom 55 (N): 0.003, atom 56 (C): -0.340, atom 57 (P): 1.459, atom 58 (O): -1.129, atom 59 (O): -0.321, atom 60 (C): -1.072, atom 61 (N): -0.183, atom 62 (H): -0.294, atom 63 (H): 0.448, atom 64 (H): 0.464, atom 65 (H): -0.104, atom 66 (H): 0.606, atom 67 (H): 0.256, atom 68 (H): 0.512, atom 69 (H): 0.372, atom 70 (H): 0.341, atom 71 (H): 0.369, atom 72 (F): -0.294, atom 73 (C): 0.243, atom 74 (C): -0.592, atom 75 (C): -0.482, atom 76 (C): -0.115, atom 77 (C): -0.214, atom 78 (C): -0.671, atom 79 (Sb): 1.254, atom 80 (C): 0.107, atom 81 (C): -0.443, atom 82 (C): -0.694, atom 83 (C): 0.251, atom 84 (F): -0.316, atom 85 (C): -0.907, atom 86 (C): -0.237, atom 87 (C): -0.567, atom 88 (C): -0.193, atom 89 (C): 0.065, atom 90 (C): -0.282, atom 91 (F): -0.385, atom 92 (C): -0.997, atom 93 (C): -0.060, atom 94 (H): 0.467, atom 95 (H): 0.391, atom 96 (H): 0.415, atom 97 (H): 0.479, atom 98 (H): 0.588, atom 99 (H): 0.519


# 2
C34H48BiFN6O2S4Si2 as an isolated structure, computed with ωB97M-V/def2-TZVPD.

Kohn-Sham gap = 5.70 eV
Spin multiplicity = 1

Cartesian coordinates (Å):
Bi 0.65427 -0.05086 -0.07866
C -1.71107 -4.05948 2.34753
C -1.70570 -2.76215 1.58017
N -0.99051 -1.75518 1.90759
O -0.24941 -1.93710 3.06219
C -2.53302 -2.68963 0.36267
C -3.06733 -3.95073 -0.23504
N -2.72939 -1.57261 -0.30944
O -3.21334 -1.56890 -1.48525
H -0.92188 -4.06046 3.08969
H -1.57159 -4.90891 1.67963
H -2.66641 -4.19188 2.86093
H 0.31148 -1.13693 3.08760
H -3.65441 -4.48057 0.51832
H -2.28898 -4.63206 -0.58884
H -3.69635 -3.69693 -1.08158
C 1.48212 2.01838 4.09937
C 2.33654 0.80891 3.90814
N 2.02470 -0.19392 3.14939
C 3.00147 -1.16482 3.15242
C 4.06114 -0.90899 3.95865
S 3.85917 0.61458 4.70876
C 2.80370 -2.35618 2.31832
C 3.25654 -3.59739 2.61884
S 2.72963 -4.70546 1.43468
C 1.93467 -3.43310 0.59016
N 2.07885 -2.26367 1.14520
C 1.13733 -3.73092 -0.63940
H 0.65439 1.98524 3.39180
H 2.05535 2.93039 3.93371
H 1.07880 2.05358 5.11279
H 4.94905 -1.50045 4.11252
H 3.81782 -3.91397 3.48246
H 1.38534 -4.71616 -1.03494
H 1.30818 -2.97526 -1.40013
H 0.07151 -3.70177 -0.39889
C 4.99094 2.17699 -2.06744
Si 3.72297 1.45995 -0.87339
C 3.04612 2.92153 0.08411
C 4.67277 0.33900 0.28183
C 2.31093 0.54239 -1.69465
C 1.36522 1.49697 -2.33545
C 1.62184 2.36356 -3.40620
C 0.60340 3.13821 -3.92091
C -0.67199 3.04097 -3.36856
C -0.86087 2.19485 -2.29963
N 0.13240 1.46426 -1.78394
Si 2.68265 -0.80189 -2.94387
C 3.79639 -2.09261 -2.14770
C 1.07003 -1.50517 -3.60389
C 3.59328 -0.21010 -4.48057
H 5.78553 2.66935 -1.49843
H 4.55577 2.92556 -2.73417
H 5.45919 1.40642 -2.68267
H 3.85179 3.44173 0.61198
H 2.29976 2.60212 0.81430
H 2.56988 3.64300 -0.58763
H 5.38774 0.92680 0.86551
H 5.23297 -0.42567 -0.26249
H 3.99998 -0.16595 0.97899
H 2.61763 2.39974 -3.82487
H 0.78936 3.80387 -4.75467
H -1.50174 3.61113 -3.76380
H -1.83573 2.08464 -1.83824
H 3.67019 -2.12340 -1.06419
H 4.84447 -1.85680 -2.35478
H 3.60208 -3.09245 -2.54705
H 0.25512 -1.45676 -2.87758
H 1.18401 -2.54593 -3.92318
H 0.76150 -0.93210 -4.48429
H 4.52667 0.30483 -4.25017
H 2.97337 0.46260 -5.07783
H 3.83688 -1.07251 -5.10943
S -1.91922 2.54876 2.56957
C -2.76774 3.32165 1.38891
N -4.06777 3.15585 1.09972
C -4.58161 3.72216 -0.13740
C -3.61706 4.84209 -0.54485
S -2.05119 4.50601 0.31978
H -4.54841 2.38103 1.53772
H -5.58441 4.11339 0.02852
H -4.64127 2.95152 -0.91155
H -3.97953 5.82332 -0.24722
H -3.43104 4.84032 -1.61590
F -8.12157 0.31766 2.29685
C -6.86441 0.18911 1.82738
C -6.67208 0.05600 0.46591
C -5.37725 -0.07154 -0.01549
C -4.29345 -0.08127 0.86024
C -2.87606 -0.26252 0.38482
C -4.52568 0.04892 2.22730
C -5.81562 0.19624 2.72340
H -7.52656 0.04883 -0.19749
H -5.19703 -0.19967 -1.07521
H -2.19481 -0.22446 1.22569
H -2.58576 0.49651 -0.34057
H -3.68490 0.04235 2.91164
H -6.01069 0.30401 3.78181

Mulliken charges, unit e, in atom order: atom 1 (Bi): 0.672, atom 2 (C): -1.718, atom 3 (C): 0.257, atom 4 (N): 0.645, atom 5 (O): -0.593, atom 6 (C): 0.553, atom 7 (C): -1.770, atom 8 (N): 1.618, atom 9 (O): -0.845, atom 10 (H): 0.504, atom 11 (H): 0.314, atom 12 (H): 0.310, atom 13 (H): 0.184, atom 14 (H): 0.419, atom 15 (H): 0.255, atom 16 (H): 0.430, atom 17 (C): -0.827, atom 18 (C): 0.520, atom 19 (N): -0.039, atom 20 (C): -0.357, atom 21 (C): -0.435, atom 22 (S): -0.273, atom 23 (C): -0.561, atom 24 (C): -0.316, atom 25 (S): -0.321, atom 26 (C): 0.108, atom 27 (N): 0.811, atom 28 (C): -0.132, atom 29 (H): -0.225, atom 30 (H): 0.389, atom 31 (H): 0.426, atom 32 (H): 0.485, atom 33 (H): 0.523, atom 34 (H): 0.624, atom 35 (H): -0.647, atom 36 (H): -0.300, atom 37 (C): -1.120, atom 38 (Si): 0.335, atom 39 (C): -0.932, atom 40 (C): -0.556, atom 41 (C): 2.182, atom 42 (C): -1.567, atom 43 (C): -0.715, atom 44 (C): -0.999, atom 45 (C): -1.030, atom 46 (C): -0.397, atom 47 (N): 0.668, atom 48 (Si): 0.608, atom 49 (C): -0.914, atom 50 (C): -1.166, atom 51 (C): -1.207, atom 52 (H): 0.381, atom 53 (H): 0.291, atom 54 (H): 0.288, atom 55 (H): 0.451, atom 56 (H): 0.051, atom 57 (H): 0.290, atom 58 (H): 0.478, atom 59 (H): 0.294, atom 60 (H): -0.208, atom 61 (H): 0.525, atom 62 (H): 0.450, atom 63 (H): 0.466, atom 64 (H): 0.380, atom 65 (H): 0.006, atom 66 (H): 0.411, atom 67 (H): 0.391, atom 68 (H): 0.179, atom 69 (H): 0.448, atom 70 (H): 0.303, atom 71 (H): 0.316, atom 72 (H): 0.309, atom 73 (H): 0.370, atom 74 (S): -0.291, atom 75 (C): 0.316, atom 76 (N): -0.157, atom 77 (C): -0.591, atom 78 (C): -0.490, atom 79 (S): -0.095, atom 80 (H): 0.144, atom 81 (H): 0.383, atom 82 (H): 0.226, atom 83 (H): 0.419, atom 84 (H): 0.307, atom 85 (F): -0.357, atom 86 (C): 0.493, atom 87 (C): -0.818, atom 88 (C): -0.390, atom 89 (C): 0.389, atom 90 (C): -0.678, atom 91 (C): -0.353, atom 92 (C): -0.525, atom 93 (H): 0.449, atom 94 (H): 0.538, atom 95 (H): 0.270, atom 96 (H): -0.739, atom 97 (H): 0.353, atom 98 (H): 0.454


# 3
C34H49BaN2O8P5Si2 as an isolated structure, computed with ωB97M-V/def2-TZVPD.

Total charge = -2
Kohn-Sham gap = 5.83 eV
Spin multiplicity = 1

Cartesian coordinates (Å):
Ba 0.51923 0.60841 -1.20542
C -0.74018 4.09345 -1.06299
Si -0.84632 3.39428 0.67256
C -2.25375 4.29482 1.55056
C 0.70933 3.92752 1.55476
N -1.03165 1.72996 0.53760
P -1.22668 0.54467 1.61840
C -0.36596 -0.89511 1.48486
P -0.85584 -2.03562 0.37853
N -0.83797 -1.71872 -1.20568
Si -0.82097 -2.78822 -2.52553
C 0.91114 -3.03199 -3.18603
C -1.51396 -4.50830 -2.24329
C -1.83911 -2.04053 -3.89627
C -2.48376 -2.82501 0.82872
C -3.59984 -2.76562 0.00115
C -4.82353 -3.30062 0.40290
C -4.94304 -3.92004 1.63830
C -3.84159 -3.96943 2.48749
C -2.63617 -3.40514 2.09005
C 0.33687 -3.46824 0.59655
C 0.03489 -4.77584 0.96654
C 1.02356 -5.75785 1.05112
C 2.34208 -5.45224 0.75299
C 2.66433 -4.15622 0.35794
C 1.67375 -3.19218 0.28070
C -0.85591 1.21861 3.32047
C 0.35257 0.87132 3.92085
C 0.72718 1.39458 5.15151
C -0.11891 2.27355 5.82245
C -1.33878 2.61149 5.24935
C -1.69876 2.08689 4.00909
C -3.07030 0.34944 1.73992
C -3.67135 -0.34315 2.78987
C -5.04879 -0.51843 2.83635
C -5.85162 -0.00686 1.82063
C -5.26689 0.67344 0.76215
C -3.88441 0.84833 0.72522
H -0.94294 5.17067 -1.05950
H -1.45592 3.60948 -1.73824
H 0.25488 3.95301 -1.50995
H -2.43389 5.26044 1.06172
H -2.01231 4.48523 2.60110
H -3.18740 3.71822 1.51505
H 0.72559 5.02054 1.66899
H 1.59535 3.60987 0.99243
H 0.77126 3.46751 2.54881
H 1.46355 -3.75146 -2.57232
H 1.46773 -2.08588 -3.18676
H 0.89122 -3.39739 -4.22140
H -0.77656 -5.16123 -1.76353
H -1.77382 -4.94155 -3.21925
H -2.41500 -4.50914 -1.62336
H -1.61288 -0.97044 -3.98047
H -2.91120 -2.14763 -3.68611
H -1.62653 -2.51509 -4.86301
H -3.50647 -2.28341 -0.96809
H -5.68486 -3.22509 -0.25160
H -5.89162 -4.34559 1.94687
H -3.93046 -4.42328 3.46838
H -1.79372 -3.38807 2.77482
H -0.98948 -5.05398 1.17730
H 0.75201 -6.76756 1.34058
H 3.10991 -6.21538 0.80986
H 3.68620 -3.90174 0.09733
H 1.93742 -2.19184 -0.04762
H 0.97223 0.16215 3.38974
H 1.67582 1.10768 5.59420
H 0.16502 2.68145 6.78657
H -2.01366 3.28700 5.76357
H -2.65448 2.36127 3.57704
H -3.04492 -0.75735 3.57379
H -5.49527 -1.06850 3.65732
H -6.92633 -0.15132 1.85106
H -5.88074 1.06672 -0.04066
H -3.41628 1.38529 -0.09201
O 1.49620 0.81523 -5.13243
P 0.66573 1.89045 -4.27485
O 0.09117 2.94247 -5.12605
O -0.20790 1.15844 -3.27580
O 1.89200 2.54678 -3.31257
P 3.14482 1.61906 -2.81889
O 3.80692 2.59571 -1.71535
O 4.06928 1.37100 -3.95594
O 2.59893 0.44161 -2.05406
H 2.46436 0.85027 -5.08090
H 4.18695 3.36154 -2.15611
C 3.06844 -1.03551 2.53545
P 3.38650 0.41464 1.53323
C 4.26858 1.54999 2.60285
C 4.60224 -0.08493 0.31824
O 2.14940 1.04549 0.96861
H 3.78331 -1.83089 2.31941
H 2.04587 -1.36303 2.29632
H 3.11831 -0.77975 3.59596
H 5.12036 1.06212 3.08511
H 3.56623 1.91059 3.35896
H 4.61271 2.40132 2.01101
H 5.48106 -0.49708 0.82262
H 4.87480 0.78054 -0.28798
H 4.16919 -0.82787 -0.35472

Mulliken population analysis, charges in e, atoms 1 to 99: atom 1 (Ba): 2.005, atom 2 (C): -1.124, atom 3 (Si): 0.170, atom 4 (C): -1.164, atom 5 (C): -0.813, atom 6 (N): 0.166, atom 7 (P): 2.808, atom 8 (C): -1.502, atom 9 (P): 1.251, atom 10 (N): 0.129, atom 11 (Si): 0.308, atom 12 (C): -1.062, atom 13 (C): -1.129, atom 14 (C): -1.085, atom 15 (C): 0.495, atom 16 (C): -0.318, atom 17 (C): -0.718, atom 18 (C): -0.631, atom 19 (C): -0.799, atom 20 (C): -0.925, atom 21 (C): 0.077, atom 22 (C): -0.453, atom 23 (C): -0.622, atom 24 (C): -0.751, atom 25 (C): -0.587, atom 26 (C): -0.681, atom 27 (C): -0.683, atom 28 (C): -0.087, atom 29 (C): -0.445, atom 30 (C): -0.604, atom 31 (C): -0.851, atom 32 (C): -0.426, atom 33 (C): -0.106, atom 34 (C): -0.327, atom 35 (C): -0.702, atom 36 (C): -0.496, atom 37 (C): -0.683, atom 38 (C): -0.689, atom 39 (H): 0.391, atom 40 (H): 0.266, atom 41 (H): 0.199, atom 42 (H): 0.488, atom 43 (H): 0.260, atom 44 (H): 0.241, atom 45 (H): 0.523, atom 46 (H): 0.041, atom 47 (H): 0.099, atom 48 (H): 0.262, atom 49 (H): 0.200, atom 50 (H): 0.366, atom 51 (H): 0.264, atom 52 (H): 0.425, atom 53 (H): 0.279, atom 54 (H): 0.223, atom 55 (H): 0.267, atom 56 (H): 0.311, atom 57 (H): 0.335, atom 58 (H): 0.382, atom 59 (H): 0.351, atom 60 (H): 0.362, atom 61 (H): 0.513, atom 62 (H): 0.371, atom 63 (H): 0.388, atom 64 (H): 0.344, atom 65 (H): 0.461, atom 66 (H): 0.441, atom 67 (H): 0.027, atom 68 (H): 0.401, atom 69 (H): 0.351, atom 70 (H): 0.383, atom 71 (H): 0.595, atom 72 (H): 0.409, atom 73 (H): 0.395, atom 74 (H): 0.341, atom 75 (H): 0.368, atom 76 (H): 0.402, atom 77 (O): -0.527, atom 78 (P): 0.619, atom 79 (O): -0.825, atom 80 (O): -0.475, atom 81 (O): -0.322, atom 82 (P): 0.327, atom 83 (O): -0.464, atom 84 (O): -0.847, atom 85 (O): -0.425, atom 86 (H): 0.339, atom 87 (H): 0.245, atom 88 (C): -0.918, atom 89 (P): 1.230, atom 90 (C): -1.479, atom 91 (C): -1.197, atom 92 (O): 0.425, atom 93 (H): 0.404, atom 94 (H): -0.121, atom 95 (H): 0.479, atom 96 (H): 0.344, atom 97 (H): 0.352, atom 98 (H): 0.348, atom 99 (H): 0.468


Asked for electronic energy across the records above, the calculation gives -128542.0056 -116725.4041 -118323.9305 eV in order.
Asked for relative energy (zero: lowest compared OMol25 entry of this formula, charge and spin) across the records above, the calculation gives 2.3215 0.5702 2.0230 eV in order.
Asked for F_max across the records above, the calculation gives 1.30 1.10 3.99 eV/A in order.